No. 1
16
Properties=species:S:1:pos:R:3:forces:R:3 method="wB97M-V/def2-TZVPD" relative_energy_kj_mol=392.5 homo_lumo_gap_ha=0.31691 e_tot_ev=-11453.45094 lumo_ev=0.12 largest_force_ev_per_a=5.4 total_charge=0 spin_multiplicity=1
C -2.67844 0.37185 0.11028 -2.794 3.709 -2.688
C -1.83789 -0.68974 -0.32086 4.570 -0.515 1.764
C 0.87649 -1.46351 -0.07364 1.115 -0.817 1.133
C 0.36824 1.12854 0.01785 -0.840 -0.231 4.558
C 0.03931 -0.33350 0.44229 -2.974 0.763 -1.035
O -3.19798 0.73656 1.11692 0.316 -0.857 1.758
O -2.04066 -1.68011 -0.92667 -0.549 -0.798 -0.633
O -0.24266 -0.50454 1.80631 2.035 3.925 -0.756
H -2.93022 1.11678 -0.78910 0.979 -1.314 0.658
H 0.25510 -2.42446 -0.07579 1.145 1.128 0.205
H 1.24781 -1.30847 -1.06702 -0.134 0.176 -0.738
H 1.87376 -1.51893 0.57060 -2.244 -0.205 -0.972
H -0.12906 1.39327 -0.82201 -1.023 0.318 -3.195
H -0.09463 1.95464 0.73109 1.252 -2.016 -0.741
H 1.41918 1.22569 -0.06219 1.068 0.494 -0.123
H -0.68396 -1.28716 1.80100 -1.922 -3.762 0.806

No. 2
108
Properties=species:S:1:pos:R:3:forces:R:3 method="wB97M-V/def2-TZVPD" relative_energy_kj_mol=513.5 homo_lumo_gap_ha=0.29919 e_tot_ev=-57314.85852 lumo_ev=-0.04 largest_force_ev_per_a=5.6 smiles=c1cc[nH]c1.c1cc[nH]c1.c1cc[nH]c1.c1cc[nH]c1.c1cc[nH]c1.c1cc[nH]c1.CCCC#N.CCCC#N.CCCC#N.CCCC#N total_charge=0 spin_multiplicity=1
C 14.50357 -8.15240 28.51704 -0.407 0.127 -1.032
C 13.27181 -8.45004 29.34892 0.042 2.035 0.361
C 13.36426 -9.69304 30.18064 0.558 -0.327 0.357
C 14.71109 -9.89792 30.77153 3.998 -1.340 2.689
N 15.73289 -10.11376 31.36094 -4.736 1.189 -2.836
H 14.53402 -8.95078 27.77558 0.981 -0.362 0.136
H 15.40450 -7.94967 29.09612 0.090 -0.832 0.087
H 14.46401 -7.27731 27.86840 -0.766 0.311 0.239
H 12.34654 -8.45361 28.77277 0.160 -0.183 -0.189
H 13.12938 -7.63562 30.05923 -0.012 0.288 0.031
H 13.06222 -10.54809 29.57587 0.243 -0.293 0.299
H 12.69762 -9.55033 31.03112 -0.199 -0.491 -0.015
C 15.13754 -2.70013 29.55756 -1.326 0.765 0.964
C 13.75144 -3.33487 29.87405 1.996 -1.599 0.706
C 12.68180 -3.03262 28.88972 0.310 1.641 -0.426
C 12.32368 -1.57517 29.01506 -1.271 2.843 0.115
N 12.13425 -0.40861 29.11266 0.702 -4.193 -0.317
H 15.96677 -3.22522 30.03165 -0.036 -0.095 -0.368
H 15.03737 -1.74159 30.06676 0.557 0.311 -0.054
H 15.29193 -2.42945 28.51305 0.136 -0.568 -0.085
H 13.54101 -3.14263 30.92612 -0.483 0.388 -0.126
H 13.79386 -4.42393 29.85841 0.460 -0.265 -0.102
H 11.93917 -3.82925 28.93422 -0.715 0.858 -0.020
H 13.18654 -3.09922 27.92592 -0.323 -0.158 -0.322
C 12.77890 -11.99419 34.00047 1.377 -0.209 -1.066
C 12.30840 -11.85932 35.40058 -1.104 0.619 -0.702
C 13.18738 -10.94097 36.24590 0.563 0.454 0.487
C 13.01948 -11.13963 37.63067 -0.299 -1.477 2.651
N 12.88864 -11.33996 38.75525 -0.031 0.183 -0.110
H 13.58872 -12.72263 33.95989 0.561 0.299 0.061
H 13.14496 -11.01785 33.68288 0.039 -0.150 -0.637
H 12.09626 -12.45060 33.28369 -0.589 0.514 0.190
H 12.09439 -12.88858 35.68853 0.137 0.389 1.208
H 11.38701 -11.28014 35.33990 -0.492 -0.500 0.290
H 12.88826 -9.89384 36.29230 -0.242 0.349 -1.495
H 14.27280 -10.89909 36.15535 0.096 -0.462 -0.911
C 20.66665 -8.97641 28.37515 -0.792 0.624 -0.882
C 21.79835 -9.26989 29.32745 1.809 1.298 -0.241
C 22.54932 -8.01781 29.91395 -1.367 0.898 0.550
C 23.08218 -6.93907 29.06213 -0.787 -2.501 0.818
N 23.47612 -6.08734 28.42742 0.627 1.661 -1.178
H 20.13669 -8.04670 28.58221 -0.292 -0.083 0.814
H 19.94562 -9.79177 28.31674 -0.049 -0.004 0.328
H 20.87701 -8.77356 27.32504 0.987 -0.338 -0.069
H 22.63614 -9.76787 28.83936 -0.494 -0.952 0.000
H 21.41796 -9.79061 30.20624 0.305 -0.255 -0.153
H 23.29409 -8.24674 30.67619 0.136 -0.407 -0.285
H 21.78710 -7.47147 30.46951 -0.217 0.136 0.318
N 10.44821 -12.08043 28.03909 -0.020 0.122 0.760
C 10.40940 -11.75860 29.38761 -0.010 -0.207 -0.969
C 9.12768 -11.40317 29.68081 -0.109 0.102 0.421
C 8.33497 -11.47152 28.48911 0.760 -1.292 -0.046
C 9.19829 -11.98330 27.51576 -0.513 1.264 0.250
H 11.25145 -12.32427 27.47743 0.028 -0.163 0.418
H 11.23952 -11.81138 30.07646 0.096 -0.140 -0.404
H 8.92194 -11.13746 30.70720 -0.695 0.156 -0.197
H 7.28600 -11.26607 28.33463 0.110 0.000 0.172
H 9.05545 -12.04970 26.44730 -0.094 -0.261 0.085
N 20.07263 -5.00039 28.69681 -2.885 -1.457 1.437
C 20.15259 -4.91136 30.03413 3.760 0.637 1.696
C 19.09641 -5.44890 30.68460 1.286 1.087 3.548
C 18.14782 -5.76807 29.79190 -0.010 -1.095 -3.233
C 18.83436 -5.63286 28.58837 -1.521 -0.044 -3.268
H 20.88049 -4.84818 28.11004 -0.562 -0.283 -0.356
H 21.13897 -4.64438 30.38365 -0.184 0.250 0.628
H 19.00955 -5.68349 31.73524 0.239 0.626 0.165
H 17.16945 -6.16358 30.02163 0.108 -0.131 -0.495
H 18.50071 -5.96956 27.61795 -0.144 0.326 -0.141
N 9.50807 -8.81192 27.86511 1.293 1.115 -1.413
C 10.55557 -8.28603 27.07534 -2.009 0.052 0.451
C 10.42970 -6.89352 27.11535 1.675 -2.074 0.322
C 9.45112 -6.61061 28.07351 -1.680 0.799 -0.462
C 8.78098 -7.78496 28.38448 1.362 -0.245 0.784
H 9.30125 -9.78259 28.05256 0.084 0.105 -0.251
H 11.15627 -8.92977 26.44991 0.053 0.049 0.160
H 11.17452 -6.28855 26.61969 -0.311 0.441 0.050
H 9.13449 -5.61123 28.33310 -0.098 -0.084 0.140
H 8.00371 -8.04957 29.08608 -0.097 0.431 -0.058
N 13.06852 -12.63489 25.88144 -0.662 -0.188 -0.199
C 12.31884 -13.66465 26.31901 -1.600 -2.446 -0.423
C 12.88563 -14.30181 27.41531 -1.466 0.660 -1.434
C 13.92908 -13.47040 27.69475 3.578 0.619 1.659
C 14.12827 -12.51743 26.72919 -0.093 0.755 -0.068
H 12.77271 -12.10658 25.07307 0.577 0.135 0.233
H 11.39472 -13.95890 25.84378 0.124 0.129 -0.397
H 12.63144 -15.24642 27.87302 -0.331 0.377 0.099
H 14.59893 -13.56880 28.53619 0.200 -0.147 -0.063
H 14.91639 -11.80576 26.53220 -0.112 -0.036 0.345
N 17.93452 -12.11942 31.17525 -0.481 -0.639 -0.087
C 17.45547 -13.40351 31.44491 -1.459 2.825 2.504
C 18.38510 -14.28214 31.14803 1.850 -1.314 -2.763
C 19.32943 -13.55671 30.35071 1.975 -0.638 0.866
C 19.13631 -12.20360 30.49800 -1.628 -0.734 0.014
H 17.40494 -11.29548 31.42175 0.141 0.053 -0.230
H 16.61182 -13.50349 32.11174 -0.204 0.061 -0.226
H 18.45402 -15.35708 31.22660 -0.460 0.118 0.235
H 20.18258 -14.09733 29.96827 0.181 0.484 -0.357
H 19.59455 -11.30473 30.11270 0.138 -0.291 0.001
N 12.65274 -6.53240 23.36058 0.773 0.964 0.520
C 12.95182 -5.26082 23.90447 -0.535 -0.501 0.281
C 13.82239 -5.41335 24.96871 0.687 -1.594 -1.417
C 14.18477 -6.78927 24.96907 -1.258 -1.350 -1.074
C 13.41949 -7.48073 23.97712 1.669 1.641 2.102
H 12.15740 -6.75166 22.50814 -0.138 0.536 0.275
H 12.47553 -4.34341 23.59157 -0.125 -0.315 -0.330
H 14.46170 -4.75222 25.53491 -0.747 0.650 -0.068
H 14.93445 -7.20567 25.62558 -0.141 -0.240 -0.120
H 13.45567 -8.52530 23.70518 -0.205 0.205 -0.147

No. 3
6
Properties=species:S:1:pos:R:3:forces:R:3 method="wB97M-V/def2-TZVPD" relative_energy_kj_mol=285.4 homo_lumo_gap_ha=0.40120 e_tot_ev=-4620.46262 lumo_ev=0.77 largest_force_ev_per_a=3.5 smiles="C=NO" total_charge=0 spin_multiplicity=1
C 0.15839 -0.71223 0.22445 0.681 0.535 -0.876
H -0.43865 1.48431 0.11448 0.546 -1.518 -3.108
H -0.57107 -0.21980 0.89684 0.577 -0.586 0.137
H 0.78089 -1.57098 0.55643 -0.850 0.460 -0.695
N 0.35599 -0.11555 -0.90932 -0.559 0.035 2.823
O -0.28555 1.13425 -0.88289 -0.395 1.074 1.720

No. 4
71
Properties=species:S:1:pos:R:3:forces:R:3 method="wB97M-V/def2-TZVPD" homo_lumo_gap_ha=0.35633 e_tot_ev=-102019.08109 lumo_ev=-0.21 largest_force_ev_per_a=13.8 total_charge=0 spin_multiplicity=1
O 2.18891 0.22773 0.90046 -1.356 0.468 1.476
S 0.79847 0.62584 0.99835 -0.531 -2.150 2.864
O 0.41128 2.04110 0.87501 0.867 -5.787 -1.103
O -0.15083 -0.38538 0.06666 4.398 -1.654 4.642
C 0.46034 -1.57845 -0.34518 1.243 -3.508 0.254
C -0.22179 -2.24407 -1.50690 0.923 -0.441 0.026
C 0.13149 0.04249 2.60791 -0.226 0.814 0.801
H 0.40927 -2.30271 0.46781 -0.027 1.315 -1.179
H 1.52914 -1.60159 -0.55788 0.125 1.196 -0.231
H 0.05513 -1.65449 -2.38086 0.406 -1.351 0.855
H -1.30905 -2.28913 -1.44420 0.620 -0.285 0.825
H 0.05778 -3.27960 -1.70092 0.861 -0.095 0.576
H 0.61698 -0.78421 3.12652 0.262 -0.013 -1.091
H -0.93000 -0.19998 2.55744 0.019 0.119 -0.553
H 0.21001 0.83223 3.35508 0.116 0.516 -0.329
O -0.96298 -4.33621 3.56221 -0.734 1.416 -2.560
S -1.21122 -3.60505 2.29928 1.121 -1.749 1.212
O -2.15332 -2.51972 2.23671 0.681 -0.808 -0.210
O 0.21712 -2.97216 1.81001 -1.358 -1.685 2.390
C 1.47047 -3.59362 2.20749 0.631 1.216 0.823
C 2.42581 -2.41098 2.40733 0.976 -0.361 0.270
C -1.42824 -4.83254 0.90175 0.070 1.454 1.389
H 1.80122 -4.32294 1.46804 -0.163 0.029 -0.024
H 1.33294 -4.02134 3.20059 -0.111 -0.467 -0.328
H 2.09373 -1.83845 3.27338 -0.071 0.111 -0.288
H 2.65084 -1.76211 1.56092 -0.711 -0.184 0.027
H 3.42959 -2.70924 2.70989 -0.008 -0.709 0.065
H -1.38574 -4.23925 -0.01165 -0.200 -0.107 0.075
H -2.39367 -5.30819 1.07437 0.232 -0.131 -0.168
H -0.55912 -5.48597 0.97766 -0.294 -0.148 0.050
O -4.75202 1.40795 0.47307 2.402 1.199 -0.488
S -3.37207 1.87806 0.26562 -1.645 -0.026 0.880
O -3.05053 3.00393 -0.61891 -0.571 -1.794 1.469
O -2.81136 2.21459 1.77310 -0.014 -0.049 -0.797
C -1.54804 2.92943 1.87811 -0.770 1.932 1.437
C -1.61155 3.82473 3.12527 -0.819 -0.330 0.474
C -2.27264 0.52359 -0.07932 -3.651 0.462 2.771
H -1.39745 3.52618 0.97848 -0.114 -0.084 -0.051
H -0.66030 2.31204 2.01532 -2.113 0.243 0.599
H -2.47668 4.47987 3.22744 -0.200 -0.059 -0.556
H -0.75717 4.47486 3.31358 0.347 -0.315 -0.405
H -1.70732 3.14091 3.96866 0.161 0.025 0.281
H -2.44667 0.25709 -1.12181 -1.745 -0.549 2.555
H -2.36913 -0.36704 0.54161 -0.652 0.503 0.399
H -1.30170 1.01436 -0.01222 -2.923 0.040 1.866
O 4.26008 4.63922 -0.75103 -2.798 -2.321 -0.044
S 2.94251 3.96357 -0.87106 -1.454 0.782 -2.567
O 1.95808 4.56894 -1.85159 2.668 -1.905 2.708
O 3.15381 2.29327 -1.27850 0.455 2.975 1.470
C 2.02913 1.40505 -1.34595 0.456 -1.139 -3.465
C 1.91976 1.07887 -2.86701 0.702 -0.988 0.150
C 2.10275 3.74251 0.74837 2.261 0.835 -1.182
H 1.06302 1.63924 -0.89886 1.179 1.350 -1.013
H 2.34076 0.48889 -0.84433 0.321 0.648 -1.008
H 2.03975 1.94642 -3.51590 -0.058 0.128 0.230
H 1.07149 0.51338 -3.25272 1.527 1.288 1.837
H 2.67475 0.34190 -3.14080 1.036 0.429 0.230
H 2.40406 4.65626 1.26061 -0.548 -0.032 0.217
H 2.63540 2.88103 1.15119 0.110 0.229 0.292
H 1.06722 3.42915 0.61576 0.989 1.880 -0.264
C -0.11754 -0.62242 -4.39234 -0.606 -2.271 0.880
C -1.34537 -1.53023 -4.05913 0.032 1.744 -1.363
O -1.63499 -1.10121 -2.71665 -3.023 3.632 -1.937
S -1.40164 0.54462 -2.49012 1.525 1.276 -2.070
O -0.62619 0.85346 -1.25992 1.060 2.259 -13.550
O -2.68467 1.18111 -2.70839 2.195 -0.578 -0.925
O -0.36591 0.65428 -3.83045 -4.253 0.259 -0.346
H 0.20853 -0.63858 -5.43229 -0.278 0.583 0.151
H 0.63373 -1.05932 -3.73445 0.781 -0.013 -0.858
H -1.24068 -2.60962 -4.16896 0.833 0.006 0.967
H -2.13780 -1.37238 -4.79074 -0.568 0.727 0.468

No. 5
63
Properties=species:S:1:pos:R:3:forces:R:3 method="wB97M-V/def2-TZVPD" homo_lumo_gap_ha=0.19435 e_tot_ev=-53906.35925 lumo_ev=1.83 largest_force_ev_per_a=1.1 total_charge=-1 spin_multiplicity=1
Ag 3.53043 1.90020 1.33902 -0.204 0.315 0.285
C -0.47448 -2.70233 2.57140 -0.033 0.035 -0.112
C -1.61483 -2.98442 1.57710 0.036 0.024 0.089
C -2.89210 -3.22238 2.40004 0.069 0.030 -0.101
C -1.27775 -4.27865 0.82661 -0.007 0.096 0.003
C -1.82506 -1.77484 0.59099 0.047 -0.271 -0.098
O -1.84274 -0.54705 1.31114 0.027 0.034 0.043
C -3.14440 -1.93453 -0.19804 0.101 0.225 -0.054
C -3.43252 -0.91343 -1.31922 0.018 -0.063 0.151
C -3.49521 0.52490 -0.86404 -0.072 -0.054 -0.053
C -2.54805 1.45858 -1.26430 0.015 0.032 0.064
C -2.60025 2.77347 -0.82300 0.015 0.027 -0.008
C -3.62912 3.16202 0.01714 0.046 -0.086 -0.058
Cl -3.72257 4.80754 0.56302 0.003 0.056 0.035
C -4.59542 2.25504 0.42030 -0.071 -0.041 0.054
C -4.52435 0.94463 -0.02438 0.078 0.044 -0.015
C -0.69037 -1.61702 -0.43349 -0.311 0.157 0.106
N 0.60643 -1.29200 0.10541 -0.015 0.114 0.155
C 1.00178 -0.18947 0.75989 -0.013 0.003 -0.235
N 2.29475 -0.24560 0.97725 0.235 -0.116 0.269
C 2.65777 -1.43464 0.43750 -0.066 0.008 -0.130
N 1.66448 -2.10346 -0.10714 0.082 -0.118 -0.031
H -0.48537 -3.46172 3.35595 -0.012 -0.016 -0.009
H -0.58770 -1.72480 3.03705 0.010 -0.002 0.030
H 0.50088 -2.74555 2.09030 0.023 0.022 0.017
H -2.68665 -3.97295 3.16399 -0.010 0.003 0.020
H -3.71406 -3.59366 1.78666 -0.022 0.014 0.039
H -3.21787 -2.31568 2.91770 -0.031 -0.016 0.007
H -1.23304 -5.10145 1.54271 0.006 -0.023 -0.016
H -0.30368 -4.21276 0.34008 -0.005 -0.026 0.003
H -2.03148 -4.53262 0.07822 0.023 -0.041 0.004
H -2.65974 -0.48187 1.81576 -0.021 0.014 -0.019
H -3.96447 -1.86953 0.52041 -0.020 -0.064 0.002
H -3.17773 -2.93320 -0.63734 -0.067 -0.018 0.040
H -4.40487 -1.18230 -1.74067 0.022 -0.023 -0.056
H -2.70770 -1.01356 -2.12746 -0.049 0.005 -0.040
H -1.73632 1.16448 -1.91994 -0.006 0.004 -0.020
H -1.84246 3.48481 -1.12328 0.001 0.001 -0.003
H -5.39604 2.57389 1.07437 0.006 0.020 -0.015
H -5.28490 0.23787 0.29071 -0.009 0.001 -0.013
H -0.97658 -0.80882 -1.10366 0.095 -0.034 -0.020
H -0.57733 -2.52766 -1.01437 0.048 0.019 -0.055
H 0.34248 0.61806 1.02920 0.000 -0.018 0.007
H 3.67243 -1.79685 0.41598 0.000 0.015 0.049
N 5.66618 1.58644 1.23517 0.260 -0.186 -0.199
C 6.46724 1.36957 0.40646 -0.164 -0.530 0.489
N 7.37511 1.23056 -0.46836 0.250 0.928 -0.478
C 8.04909 0.23476 -0.95041 -0.040 -0.551 0.220
N 8.70814 -0.59912 -1.42506 -0.083 0.117 0.012
C 2.10085 3.50263 0.70924 0.021 -0.136 -0.164
C 2.41965 3.10360 -0.66144 -0.200 0.202 -0.255
C 1.55363 2.30404 -1.43691 -0.004 0.053 0.033
C 1.90360 1.85680 -2.70069 -0.014 -0.054 -0.058
C 3.12507 2.19401 -3.26578 0.014 -0.015 -0.012
C 3.98852 3.00782 -2.53338 -0.006 -0.047 -0.037
C 3.64683 3.45443 -1.27349 -0.112 0.081 -0.083
H 1.03439 3.44374 0.92953 0.026 -0.096 0.084
H 2.48514 4.48883 0.96444 0.088 -0.068 0.097
H 0.58853 2.02789 -1.01856 0.010 0.017 -0.001
H 1.21230 1.22963 -3.25615 -0.013 0.002 0.002
H 3.40454 1.82882 -4.24560 -0.002 0.002 0.004
H 4.95403 3.27352 -2.94878 -0.009 0.025 0.017
H 4.34297 4.07133 -0.71577 0.016 -0.035 0.017